w:
The following is a quantum chemistry calculation of the molecule C3H9BO2, from OMol25.

Geometry as ORCA input:
```
! wB97M-V def2-TZVPD RIJCOSX def2/J DEFGRID3
* xyz 0 1
C -1.023 -0.437 1.150
C 0.269 0.121 0.613
C 1.341 -0.992 0.371
B -0.162 0.880 -0.929
O -1.491 0.912 -1.242
O 0.898 1.239 -1.666
H -1.551 -1.134 0.318
H -1.585 0.438 1.439
H -0.993 -1.041 2.109
H 0.660 0.829 1.408
H 0.663 -1.629 -0.135
H 2.184 -0.544 -0.172
H 1.779 -1.281 1.348
H -1.854 1.128 -2.047
H 0.865 1.512 -2.565
*
```

SMILES: CC(C)B(O)O
Orbital gap, eV: 10.110

For reference, the Löwdin charges in units of e are:
1 C -0.157
2 C -0.341
3 C -0.088
4 B -0.568
5 O 0.191
6 O 0.197
7 H 0.127
8 H 0.060
9 H 0.087
10 H 0.127
11 H 0.058
12 H 0.070
13 H 0.082
14 H 0.061
15 H 0.093



x:
The following is a quantum chemistry calculation of the molecule C3H9BO2, from OMol25.

Geometry as ORCA input:
```
! wB97M-V def2-TZVPD RIJCOSX def2/J DEFGRID3
* xyz 0 1
C -0.849 1.029 -2.069
O -0.096 1.268 -0.945
B 0.085 0.412 0.129
C 1.175 0.828 1.166
O -0.538 -0.831 0.020
C -0.265 -1.855 0.907
H -1.673 0.413 -1.734
H -0.280 0.202 -2.622
H -1.185 1.981 -2.506
H 1.020 1.932 1.264
H 0.926 0.275 2.135
H 2.227 0.592 0.856
H 0.741 -2.126 0.706
H -0.961 -2.640 0.749
H -0.326 -1.479 1.943
*
```

SMILES: COB(C)OC
Orbital gap, eV: 10.823

For reference, the Löwdin charges in units of e are:
1 C -0.100
2 O -0.009
3 B -0.630
4 C 0.017
5 O 0.008
6 C -0.092
7 H 0.072
8 H 0.124
9 H 0.102
10 H 0.080
11 H 0.074
12 H 0.087
13 H 0.088
14 H 0.084
15 H 0.094



y:
The following is a quantum chemistry calculation of the molecule C3H9BO2, from OMol25.

Geometry as ORCA input:
```
! wB97M-V def2-TZVPD RIJCOSX def2/J DEFGRID3
* xyz 0 1
B 1.039 -0.367 -0.396
C -0.510 0.657 1.542
C -1.605 -0.198 -0.577
C -0.388 0.115 0.182
O 1.025 -0.658 -1.817
O 2.128 0.455 0.089
H -0.600 -0.166 2.254
H -1.402 1.274 1.651
H 0.388 1.214 1.799
H -1.471 0.165 -1.599
H -1.695 -1.280 -0.683
H -2.518 0.196 -0.133
H 1.096 -1.503 0.164
H 1.542 -0.006 -2.284
H 2.971 0.101 -0.192
*
```

Orbital gap, eV: 7.959

For reference, the Löwdin charges in units of e are:
1 B -0.824
2 C -0.029
3 C -0.032
4 C -0.053
5 O 0.009
6 O 0.013
7 H 0.120
8 H 0.093
9 H 0.090
10 H 0.105
11 H 0.120
12 H 0.086
13 H 0.165
14 H 0.067
15 H 0.069



Bottom line: w, by a margin of 18.1 kJ/mol.



w:
The following is a quantum chemistry calculation of a 2-piece molecular cluster, C3H9O overall, from OMol25.

Geometry as ORCA input:
```
! wB97M-V def2-TZVPD RIJCOSX def2/J DEFGRID3
* xyz -1 1
O 1.548 1.451 1.252
H 2.186 1.428 0.551
C -0.117 0.302 -1.382
C -0.959 -0.798 -0.668
C -0.639 -1.042 0.786
H 0.933 -0.005 -1.321
H -0.073 1.251 -0.851
H -0.410 0.134 -2.422
H -0.779 -1.687 -1.290
H -2.010 -0.565 -0.835
H -1.269 -1.865 1.168
H 0.371 -1.420 0.868
H -0.861 -0.188 1.417
*
```

Orbital gap, eV: 6.270

For reference, the Löwdin charges in units of e are:
1 O -0.632
2 H -0.237
3 C -0.140
4 C -0.346
5 C -0.148
6 H 0.057
7 H 0.054
8 H 0.050
9 H 0.083
10 H 0.079
11 H 0.052
12 H 0.064
13 H 0.066



x:
The following is a quantum chemistry calculation of a 2-piece molecular cluster, C3H9O overall, from OMol25.

Geometry as ORCA input:
```
! wB97M-V def2-TZVPD RIJCOSX def2/J DEFGRID3
* xyz -1 1
C -0.938 1.220 -1.862
O -0.375 0.780 -0.700
H -1.047 2.323 -1.979
H -0.344 0.881 -2.753
H -1.954 0.785 -2.035
C 0.771 -0.362 1.730
C 0.557 -1.601 0.870
H 1.198 0.419 1.103
H 1.421 -0.575 2.589
H -0.172 0.041 2.097
H 1.501 -1.962 0.447
H 0.097 -2.423 1.431
H -0.088 -1.300 0.042
*
```

Orbital gap, eV: 6.551

For reference, the Löwdin charges in units of e are:
1 C -0.483
2 O -0.424
3 H 0.018
4 H 0.023
5 H 0.022
6 C -0.212
7 C -0.204
8 H 0.039
9 H 0.042
10 H 0.052
11 H 0.050
12 H 0.043
13 H 0.034



Bottom line: x, by a margin of 9.7 kJ/mol.



w:
The following is a quantum chemistry calculation of a 2-piece molecular cluster, C9H13N4OS overall, from OMol25.

Geometry as ORCA input:
```
! wB97M-V def2-TZVPD RIJCOSX def2/J DEFGRID3
* xyz 1 1
C -1.759 -1.742 -1.751
C 2.386 1.369 0.292
C 0.688 0.746 3.500
C -1.512 -1.048 -3.105
C 2.847 -0.007 -0.082
C -0.707 0.654 3.992
C -0.784 -0.065 -0.332
C 0.157 -1.144 2.533
C 0.580 0.240 -0.164
N -1.345 -1.205 -0.685
N 1.115 -0.253 2.824
N 1.104 1.440 0.388
N -1.210 0.317 -2.900
O 1.617 -0.612 -0.461
S -1.486 -0.738 3.073
H -2.159 -2.663 -1.835
H 3.012 2.271 0.628
H 1.346 1.440 3.766
H -0.738 -1.535 -3.659
H -2.366 -1.055 -3.741
H 3.432 -0.090 -0.987
H 3.139 -0.463 0.809
H -0.720 0.180 5.095
H -1.397 1.434 3.979
H -1.355 0.618 0.107
H 0.187 -1.982 1.984
H -0.377 0.572 -3.306
H -1.773 1.061 -2.674
*
```

Orbital gap (spin up / spin down), eV: 4.381 / 8.198

For reference, the Löwdin charges in units of e are:
1 C 0.012
2 C -0.049
3 C -0.194
4 C -0.175
5 C -0.091
6 C -0.379
7 C -0.052
8 C -0.408
9 C -0.240
10 N 0.146
11 N 0.002
12 N 0.147
13 N 0.057
14 O 0.005
15 S 0.922
16 H 0.096
17 H 0.165
18 H 0.076
19 H 0.130
20 H 0.115
21 H 0.145
22 H 0.117
23 H 0.142
24 H 0.046
25 H 0.094
26 H 0.025
27 H 0.067
28 H 0.079



x:
The following is a quantum chemistry calculation of a 2-piece molecular cluster, C9H13N4OS overall, from OMol25.

Geometry as ORCA input:
```
! wB97M-V def2-TZVPD RIJCOSX def2/J DEFGRID3
* xyz 1 1
C -1.401 -0.275 -2.838
C -0.596 0.072 2.908
C 3.236 -0.779 0.610
C -2.892 -0.536 -2.922
C -0.907 1.429 2.458
C 4.337 0.187 0.746
C -0.609 -0.676 -0.476
C 1.982 1.016 0.332
C -0.761 -0.043 0.720
N -0.677 -0.353 -1.794
N 2.063 -0.299 0.292
N -0.590 -0.758 1.925
N -3.648 -1.035 -1.832
O -0.960 1.259 1.016
S 3.524 1.804 0.431
H -0.838 0.176 -3.680
H -0.551 -0.279 3.904
H 3.348 -1.794 1.003
H -3.264 0.376 -3.325
H -2.916 -1.207 -3.801
H -1.875 1.909 2.906
H -0.133 2.054 2.560
H 4.917 0.358 1.623
H 5.221 -0.095 0.063
H -0.290 -1.660 -0.404
H 1.146 1.711 0.291
H -3.350 -0.534 -0.870
H -3.515 -2.029 -1.846
*
```

Orbital gap (spin up / spin down), eV: 4.921 / 3.384

For reference, the Löwdin charges in units of e are:
1 C -0.085
2 C -0.079
3 C -0.095
4 C -0.290
5 C -0.106
6 C -0.360
7 C -0.098
8 C -0.355
9 C -0.387
10 N 0.086
11 N 0.038
12 N 0.145
13 N 0.012
14 O -0.028
15 S 1.070
16 H 0.130
17 H 0.115
18 H 0.150
19 H 0.102
20 H 0.131
21 H 0.178
22 H 0.074
23 H 0.086
24 H 0.152
25 H 0.110
26 H 0.094
27 H 0.144
28 H 0.067



Bottom line: w, by a margin of 47.2 kJ/mol.



w:
The following is a quantum chemistry calculation of the molecule CH2BrNO3, from OMol25.

Geometry as ORCA input:
```
! wB97M-V def2-TZVPD RIJCOSX def2/J DEFGRID3
* xyz 0 1
O 0.082 -1.853 0.842
N -0.162 -1.022 0.002
O -0.588 -1.180 -1.086
C 0.081 0.427 0.379
O -0.656 1.390 -0.323
Br 1.919 0.718 -0.009
H 0.071 0.435 1.521
H -0.747 1.085 -1.325
*
```

SMILES: O=[N+]([O-])[C@H](O)Br
Orbital gap, eV: 10.664

For reference, the Löwdin charges in units of e are:
1 O 0.088
2 N -0.471
3 O 0.103
4 C -0.716
5 O -0.094
6 Br 0.785
7 H 0.134
8 H 0.170



x:
The following is a quantum chemistry calculation of the molecule CH2BrNO3, from OMol25.

Geometry as ORCA input:
```
! wB97M-V def2-TZVPD RIJCOSX def2/J DEFGRID3
* xyz 0 1
O 1.619 -0.436 -0.517
N 1.204 0.644 -0.241
O 1.774 1.696 -0.273
O -0.075 0.747 0.263
C -0.744 -0.481 0.251
Br -2.693 -0.023 -0.298
H -0.276 -1.118 -0.500
H -0.809 -1.029 1.314
*
```

SMILES: O=[N+]([O-])OCBr
Orbital gap, eV: 10.748

For reference, the Löwdin charges in units of e are:
1 O 0.111
2 N -0.429
3 O 0.147
4 O -0.082
5 C -0.491
6 Br 0.547
7 H 0.065
8 H 0.132



Bottom line: w, by a margin of 118.2 kJ/mol.